ORCA calculation (wB97M-V/def2-TZVPD) on a 5-piece molecular cluster, C16H48BrN4O4 overall in a non-equilibrium geometry.

```
73
Properties=species:S:1:pos:R:3:forces:R:3:mulliken_charge:R:1
C -1.298 -4.085 1.685 -1.043 0.693 -0.109 -1.28
C -0.958 -3.494 3.029 0.591 0.075 -0.365 0.14
C -0.771 -4.619 4.000 1.982 0.643 1.985 -0.87
O -0.112 -4.023 5.223 -1.534 -1.099 -1.660 -0.38
C -0.064 -4.949 6.322 -0.106 -0.648 0.271 -0.77
N 0.385 -2.769 2.825 -0.963 -0.875 0.985 -0.06
H 0.242 -1.868 2.391 -0.096 0.676 -0.655 0.02
H 0.761 -2.664 3.756 0.562 0.040 0.638 0.41
H 0.979 -3.350 2.251 0.391 -0.095 -0.147 0.36
H -2.215 -4.661 1.806 0.152 -0.276 -0.267 0.41
H -0.477 -4.700 1.315 -0.178 -0.195 0.033 0.48
H -1.497 -3.299 0.955 0.089 -0.014 -0.135 0.28
H -1.596 -2.715 3.447 -0.313 -0.163 -0.274 0.38
H -0.095 -5.336 3.535 0.424 -0.182 0.155 0.39
H -1.669 -5.211 4.179 -0.316 0.559 0.406 0.49
H 0.364 -4.489 7.213 0.337 0.260 -0.476 0.28
H 0.475 -5.855 6.043 0.423 0.141 -0.013 0.34
H -1.030 -5.320 6.665 -0.490 0.382 -0.422 0.32
C 4.258 -2.379 -0.022 -1.120 -0.180 0.757 -1.38
C 4.646 -0.966 0.017 0.908 2.087 -0.976 0.12
C 4.833 -0.315 -1.387 -0.409 0.518 0.584 -0.87
O 3.660 -0.322 -2.153 -0.428 -1.203 0.092 -0.27
C 3.912 0.094 -3.513 0.731 -0.147 1.062 -0.86
N 3.658 -0.177 0.871 0.163 -0.241 -0.789 -0.04
H 3.834 0.797 0.669 -0.224 0.546 0.206 0.33
H 2.697 -0.407 0.665 -0.954 0.081 -0.435 -0.10
H 3.805 -0.361 1.853 0.215 0.041 0.410 0.41
H 4.963 -2.969 -0.608 -0.226 -0.223 0.416 0.40
H 3.239 -2.423 -0.407 0.094 -0.229 -0.750 0.35
H 4.093 -2.650 1.021 0.713 -0.943 0.075 0.40
H 5.540 -0.704 0.583 0.570 -0.724 -0.352 0.40
H 5.690 -0.780 -1.872 -0.044 -0.483 -0.076 0.52
H 5.134 0.728 -1.286 0.288 0.430 0.389 0.52
H 3.016 -0.030 -4.121 0.026 0.414 0.340 0.23
H 4.705 -0.510 -3.952 0.011 -0.145 -0.038 0.36
H 4.316 1.094 -3.356 -0.299 0.425 -1.044 0.40
C 1.961 2.499 -1.910 -0.983 0.724 1.378 -1.00
C 1.214 3.728 -1.163 0.141 -0.818 -0.432 0.08
C 1.233 5.001 -2.011 0.371 0.300 0.910 -0.87
O 0.370 6.046 -1.575 -0.388 -2.046 -0.032 -0.34
C 0.206 7.063 -2.537 -0.619 1.474 -0.127 -0.79
N -0.249 3.345 -0.880 0.712 -0.177 -1.532 -0.04
H -0.726 3.395 -1.769 -0.287 0.148 -0.658 0.43
H -0.320 2.368 -0.637 -0.069 -0.647 0.940 -0.07
H -0.780 3.977 -0.297 0.228 0.302 0.714 0.39
H 2.977 2.727 -2.232 -0.262 0.540 -0.094 0.43
H 1.394 2.067 -2.734 -0.064 0.400 -0.175 0.41
H 2.073 1.679 -1.201 -0.146 -0.020 0.146 0.06
H 1.669 3.872 -0.183 -0.103 0.111 -0.056 0.38
H 1.029 4.690 -3.036 0.195 0.374 -0.309 0.45
H 2.248 5.343 -1.811 0.406 0.102 -0.981 0.45
H 1.117 7.656 -2.620 -0.039 0.044 -0.095 0.32
H -0.625 7.688 -2.208 0.369 0.221 0.593 0.29
H -0.180 6.821 -3.527 0.518 -1.074 -0.185 0.34
C -3.619 1.724 0.232 -1.086 -1.030 -1.707 -1.34
C -4.499 0.392 0.100 0.320 1.785 0.588 0.08
C -5.412 0.243 -1.132 0.624 -0.561 0.108 -0.85
O -4.661 -0.069 -2.275 0.317 0.398 -0.457 -0.35
C -5.437 0.144 -3.492 0.182 0.054 0.670 -0.78
N -3.581 -0.827 0.199 -1.819 0.763 0.178 -0.03
H -2.702 -0.563 -0.222 1.069 -0.355 0.349 0.07
H -3.619 -1.051 1.183 1.238 -0.026 0.370 0.35
H -3.959 -1.651 -0.248 -0.248 -0.187 -0.776 0.34
H -4.332 2.548 0.229 0.012 -0.011 0.133 0.41
H -3.108 1.765 -0.730 0.332 0.285 -0.071 0.34
H -2.898 1.880 1.034 -0.302 -0.707 0.242 0.36
H -5.131 0.392 0.989 -0.143 -0.379 -0.093 0.40
H -6.060 1.099 -1.320 0.030 0.210 0.433 0.54
H -6.019 -0.631 -0.897 -0.629 -0.012 0.053 0.42
H -4.831 -0.157 -4.346 -0.120 -0.098 0.255 0.24
H -5.692 1.201 -3.570 0.095 0.105 -0.069 0.34
H -6.372 -0.410 -3.420 0.076 -0.226 -0.221 0.34
Br -0.104 -0.309 0.377 0.147 0.087 0.188 -0.67
```
Positions in Å, forces in eV/Å.

Summary:
Kohn-Sham gap (eV): 9.62
Spin multiplicity: 1
Electronic energy (eV): -101537.4149
Charge: +3
Energy relative to the best compared isomer or geometry (same formula, charge and spin) (kcal/mol): 44.7

=====

ORCA calculation (wB97M-V/def2-TZVPD) on C14H28Br14 as an isolated structure in a non-equilibrium geometry.

```
56
Properties=species:S:1:pos:R:3:forces:R:3:nbo_charge:R:1
Br 1.539 2.111 -0.086 -5.019 -3.572 6.304 0.12
C 0.673 0.484 -0.690 -2.004 0.853 5.864 -0.57
C -0.135 -0.096 0.479 1.691 -2.619 -2.436 -0.50
Br -1.309 -1.460 -0.308 4.304 2.669 -3.292 0.06
H 1.508 -0.132 -1.023 -1.266 1.053 2.595 0.28
H 0.011 0.824 -1.487 -0.677 0.170 0.923 0.21
H -0.817 0.593 0.977 1.627 -4.350 0.381 0.17
H 0.373 -0.629 1.283 0.750 1.066 -2.256 0.23
Br 0.492 -4.446 3.244 1.062 -0.048 -0.988 -0.05
C 1.377 -4.041 1.460 -0.264 1.261 -0.068 -0.39
C 1.143 -2.496 1.159 0.999 -3.250 0.382 -0.54
Br 1.523 -2.114 -0.740 1.884 -3.495 0.897 0.05
H 0.816 -4.685 0.782 0.085 0.291 -0.042 0.22
H 2.431 -4.318 1.441 -0.202 -0.095 0.453 0.23
H 1.724 -1.848 1.815 0.496 -0.437 -0.578 0.23
H 0.113 -2.391 1.500 1.183 0.023 -1.445 0.26
Br 1.352 0.280 -2.776 3.059 -0.925 -7.860 0.09
C 2.768 -0.434 -3.901 0.386 -0.422 -1.815 -0.51
C 4.055 0.402 -3.727 -1.169 -3.862 -1.693 -0.40
Br 5.600 -0.456 -4.700 -0.806 0.335 0.473 -0.06
H 2.326 -0.505 -4.894 0.518 0.749 -0.358 0.22
H 2.936 -1.499 -3.737 -0.082 0.063 1.036 0.23
H 4.283 0.360 -2.662 0.425 0.248 -0.415 0.21
H 3.878 1.398 -4.133 0.339 -2.742 -1.056 0.21
Br -1.325 2.012 0.665 -4.599 7.619 0.464 0.12
C -1.363 3.440 1.972 -1.354 2.228 -0.215 -0.46
C -2.529 4.470 1.673 0.374 -1.457 0.560 -0.43
Br -2.464 6.006 2.965 -0.054 -1.011 -1.005 -0.02
H -0.404 3.958 1.978 0.064 -0.312 -0.186 0.23
H -1.541 2.955 2.932 0.071 0.047 -0.171 0.23
H -3.451 3.907 1.811 -0.155 0.361 0.565 0.22
H -2.616 4.767 0.628 0.728 0.617 0.235 0.23
Br 2.201 5.098 0.414 0.390 0.625 -0.132 -0.06
C 3.444 4.540 -1.053 -0.601 0.222 0.368 -0.41
C 2.832 3.312 -1.708 3.108 2.964 -2.468 -0.46
Br 4.137 2.806 -3.102 0.168 5.616 2.335 0.00
H 4.394 4.395 -0.540 -0.170 -0.456 -0.158 0.23
H 3.568 5.413 -1.695 -0.362 -0.168 -0.016 0.23
H 1.854 3.475 -2.161 0.385 0.292 -0.359 0.22
H 2.694 2.470 -1.029 4.112 1.233 -3.273 0.17
Br -4.455 -1.915 1.443 -1.650 -0.113 -1.997 0.01
C -3.934 -1.956 -0.457 -1.764 -0.426 -0.478 -0.44
C -4.217 -3.305 -1.066 -0.002 0.586 -0.435 -0.41
Br -3.349 -3.258 -2.872 -0.318 -0.257 0.671 -0.04
H -2.882 -1.668 -0.468 -3.656 -0.937 -0.032 0.15
H -4.373 -1.126 -1.011 -0.665 -0.144 0.220 0.23
H -5.279 -3.462 -1.258 0.201 -0.165 0.041 0.23
H -3.788 -4.114 -0.475 0.010 -0.007 -0.304 0.22
Br -3.599 -1.456 4.256 0.443 -0.564 1.030 0.02
C -2.353 -2.692 3.397 1.303 1.155 -0.966 -0.50
C -1.716 -1.904 2.221 -0.335 -0.175 2.905 -0.43
Br -0.178 -0.842 3.061 -2.129 -0.049 4.241 -0.02
H -2.826 -3.607 3.041 -0.228 0.275 0.278 0.24
H -1.465 -2.897 3.994 -0.890 -0.211 0.731 0.25
H -2.387 -1.195 1.736 0.797 0.025 1.027 0.25
H -1.294 -2.529 1.434 -0.540 -0.378 1.514 0.20
```
Positions in Å, forces in eV/Å.

Summary:
Kohn-Sham gap (eV): 8.32
Spin multiplicity: 1
Electronic energy (eV): -995547.7562
Energy relative to the best compared isomer or geometry (same formula, charge and spin) (kcal/mol): 479.5

=====

ORCA calculation (wB97M-V/def2-TZVPD) on one molecule with the formula C3H6S2 in a non-equilibrium geometry.

```
11
Properties=species:S:1:pos:R:3:forces:R:3:nbo_charge:R:1
C 0.462 -1.320 -1.072 3.828 -0.355 -3.687 -0.62
C -0.185 -0.351 -0.200 -0.349 1.474 -4.240 -0.55
S 0.754 1.063 0.218 1.853 1.815 -0.987 0.40
C -0.322 1.750 1.303 -2.314 -0.394 0.614 -0.57
S -0.277 3.001 2.295 0.857 1.056 0.478 0.03
H -0.045 -2.317 -1.246 0.663 1.193 0.767 0.24
H 0.658 -0.901 -2.161 -0.719 -0.663 1.955 0.21
H 1.589 -1.373 -0.715 -2.216 -0.753 -0.528 0.22
H -0.138 -0.703 0.676 -0.744 -3.602 6.702 0.20
H -1.171 -0.122 -0.449 -1.587 0.559 -0.591 0.22
H -1.324 1.274 1.352 0.728 -0.330 -0.482 0.21
```
Positions in Å, forces in eV/Å.

Summary:
Kohn-Sham gap (eV): 8.52
Spin multiplicity: 1
SMILES string: CCSC=S
Electronic energy (eV): -24876.7137
Energy relative to the best compared isomer or geometry (same formula, charge and spin) (kcal/mol): 46.0